# C3H6FN3

The molecule C3H6FN3 (wB97M-V/def2-TZVPD, OMol25).

Geometry as ORCA input:
```
! RIJCOSX wB97M-V def2-TZVPD def2/J DEFGRID3
* xyz 0 1
C 0.805 0.459 2.104
N 0.356 0.119 0.790
C -0.431 -0.738 0.438
N -0.860 -0.972 -0.896
N -0.580 -0.508 -2.186
C -0.292 0.638 -2.519
F -0.321 1.767 -1.705
H 1.997 0.486 1.987
H 0.567 1.421 2.443
H 0.764 -0.308 2.950
H -0.926 -1.383 1.066
H -1.086 -1.996 -1.020
H 0.005 1.015 -3.453
*
```

Values from the calculation:
Frontier orbital gap ... 0.366 hartree
Calculated total energy ... -381.9418 a.u.
Max |F| ... 5.1 eV/A
Energy relative to the best compared isomer or geometry (same formula, charge and spin) ... 56.5 kcal per mole
Structure (SMILES) ... C/N=C/N/N=C\F
Highest occupied orbital energy ... -8.95 eV

=====

# C8H10N2O3

A structure of composition C8H10N2O3 (wB97M-V/def2-TZVPD, OMol25).

Geometry as ORCA input:
```
! RIJCOSX wB97M-V def2-TZVPD def2/J DEFGRID3
* xyz 2 1
C 0.355 -2.004 -1.911
C 3.536 0.808 -0.688
C -0.595 -1.009 1.248
C 0.398 -0.507 2.263
C -0.097 1.726 -1.270
C -1.136 0.728 -0.709
C -0.123 -0.348 -0.044
C 0.878 0.721 0.478
N 0.150 -1.221 -1.077
N 2.538 0.326 -0.437
O 1.028 0.596 1.736
O 0.881 1.839 -0.213
O -1.930 1.149 0.376
H 0.742 -2.697 -2.673
H 4.605 1.003 -0.841
H -0.712 -2.013 1.231
H -1.616 -0.601 1.536
H -0.192 -0.217 3.099
H 1.126 -1.171 2.656
H 0.471 1.215 -2.061
H -0.479 2.728 -1.552
H -1.736 0.341 -1.436
H -2.743 1.443 0.080
*
```

Values from the calculation:
Frontier orbital gap ... 0.378 hartree
Calculated total energy ... -645.2596 a.u.
Max |F| ... 4.9 eV/A
Energy relative to the best compared isomer or geometry (same formula, charge and spin) ... 0.0 kcal per mole
Highest occupied orbital energy ... -18.77 eV